C4H5F2NS | ωB97M-V/def2-TZVPD

The geometry in XYZ format:
```
13
Properties=species:S:1:pos:R:3
C 0.39811 1.08316 0.07872
C -0.04044 -0.31219 -0.18644
C -0.92396 -0.57482 -1.37312
C 0.26615 -1.35879 0.58322
H 1.05986 2.30926 1.54135
H 0.71043 0.70014 2.08081
H -0.49215 -0.06568 -2.23910
H -0.98727 -1.62594 -1.58415
H -0.04149 -2.38653 0.34733
N 0.70956 1.39042 1.34991
F -2.19018 -0.07805 -1.14523
F 1.02675 -1.29023 1.68546
S 0.50464 2.20926 -1.13876
```

The calculation puts the LUMO energy at -0.1 eV. The electronic energy comes out at -21988.727 eV. The calculation puts the HOMO energy at -8.63 eV. As for the spin multiplicity: 1. The value obtained for the HOMO-LUMO gap is 8.53 eV.